[1]
99
Properties=species:S:1:pos:R:3 method="wB97M-V/def2-TZVPD" e_tot_ev=-120820.603 smiles="O=NOC[C@@H]1OC(=O)O[C@H]1C(F)(F)c1cccc(C(F)(F)F)c1.COP(=O)(OC)OC.COP(=O)(OC)OC.COP(=O)(OC)OC.COP(=O)(OC)OC" gap_ev=6.81 de_lowest_kcal_mol=168.82
C 3.62 5.88 -1.50
O 0.38 -2.50 0.31
F -0.90 2.17 0.30
O 1.15 4.32 -4.45
H -2.72 -3.14 4.23
P -0.26 -7.27 6.33
H 0.77 6.31 -4.95
C -1.80 1.20 2.24
C 4.72 6.20 -10.59
O 2.31 -1.09 0.66
H -1.36 3.24 -1.97
H 4.43 5.23 -1.87
C -4.83 -3.43 4.75
H 2.21 -8.51 5.49
O -1.24 -7.89 5.19
C -1.32 0.39 5.02
O 3.37 -2.74 1.88
H 4.99 5.20 -10.96
H -1.06 0.14 6.07
O -0.91 -5.73 6.01
H -0.30 7.80 -9.33
O -5.93 -1.11 2.56
O -6.84 -6.21 2.50
H 2.31 -9.75 6.76
H 3.67 9.74 -11.50
F -2.27 0.47 -0.02
H -4.08 -5.21 3.57
C -2.46 -0.18 4.30
H -0.04 8.45 -10.97
C 1.41 -0.13 0.13
C -0.18 -4.64 6.59
H 0.19 -4.55 -0.01
H -0.96 6.95 -10.75
H -3.53 -0.13 2.36
C 1.93 -8.76 6.52
H 5.26 6.93 -11.19
H -4.21 -5.45 5.41
C -0.64 3.52 -2.75
H 0.86 5.16 -6.31
H -1.73 -9.73 6.05
H 2.99 10.39 -9.98
P 1.82 -2.54 1.22
H 1.93 0.83 0.06
C -2.07 1.58 0.77
H -1.16 4.12 -3.49
H 1.01 -3.65 -1.32
H 3.00 -4.36 3.12
C -0.12 7.54 -10.38
H 0.00 2.51 2.47
H 5.02 6.26 -9.54
F -3.08 2.47 0.59
O -5.91 -3.08 3.81
P 1.81 4.58 -2.89
F -2.62 -1.60 6.19
C 1.30 5.43 -5.35
O -0.93 -7.32 7.69
C -3.34 -1.21 5.05
C -1.50 -9.28 5.08
O 2.32 7.30 -8.56
C -4.67 -5.00 4.49
H 4.69 -4.09 2.67
H -0.26 2.60 -3.20
H -0.18 -4.71 7.68
C -3.65 -2.52 4.27
H 4.75 10.35 -10.22
O 0.50 -8.77 6.66
O -4.01 -2.43 2.88
O 3.32 6.37 -10.76
H -2.36 -9.41 4.42
F -4.51 -0.62 5.55
C -5.39 -2.05 3.00
H 1.11 -0.42 -0.88
C -0.67 1.77 2.96
O 1.11 -2.40 2.55
C 3.67 -4.07 2.31
O 2.40 5.15 -1.41
O 0.39 4.28 -2.15
C -2.66 0.26 2.94
P 2.49 7.56 -10.03
C 0.20 -3.62 -0.58
O -6.03 -5.49 4.31
C 3.82 9.82 -10.42
C -0.46 1.34 4.33
H 0.53 0.00 0.76
H 2.35 5.66 -5.49
N -5.96 -6.39 3.25
H -5.23 -3.16 5.76
H 0.85 -4.65 6.22
H 3.51 6.74 -2.16
H 3.57 -4.76 1.47
H -0.75 -3.50 -1.10
H 0.41 1.75 4.87
H -0.65 -9.78 4.62
O 2.68 3.35 -2.93
O 3.89 8.52 -9.83
O 1.07 6.76 -10.50
H -0.65 -3.71 6.29
H 3.89 6.24 -0.50
H 2.37 -8.04 7.21

***

[2]
72
Properties=species:S:1:pos:R:3 method="wB97M-V/def2-TZVPD" e_tot_ev=-32674.811 smiles="Cc1ccccc1C[C@@H]1CCOC1=O.CCN(CC)CC.CCN(CC)CC" gap_ev=8.74
C -5.69 -2.71 1.25
H -5.49 -5.20 3.51
H 2.35 3.75 -1.59
H -6.38 -6.62 1.62
C 7.36 4.44 -2.08
H -8.34 -2.55 2.00
H 0.51 -0.23 -3.60
C -6.74 -2.86 3.48
H -1.52 0.06 1.01
C 2.85 2.99 -0.91
H 0.21 -1.76 -2.80
H 6.05 0.40 -1.34
H -6.58 -2.94 0.65
H 1.65 4.21 0.68
H -2.81 -1.71 0.22
H -8.81 -2.26 3.67
H -6.65 -3.38 4.43
H 2.44 1.96 -0.93
H 7.69 -0.04 -0.77
C 5.28 2.91 -2.15
H -6.39 -0.71 1.74
H -1.31 0.86 -2.58
C 4.37 4.70 -0.32
H -4.83 -3.11 0.70
H -4.64 -0.93 1.91
H 6.51 0.66 0.42
C 6.87 0.71 -0.64
C 8.87 2.38 -0.61
H -4.66 -5.03 1.99
H 5.02 3.56 -3.04
H -0.28 2.10 0.78
H 9.46 1.63 -0.04
C -2.22 -1.76 -0.70
H -6.96 -5.17 0.81
N -1.77 -0.41 -1.01
H -0.13 1.92 -0.97
C -5.60 -4.80 2.49
C -1.26 -0.21 -2.35
H 10.49 3.91 -0.59
N -5.73 -3.35 2.55
O 3.64 4.52 0.87
C 6.78 3.15 -1.74
H 4.84 2.54 -0.11
C 2.55 3.57 0.55
H -2.92 -2.08 -1.47
O 4.81 5.70 -0.78
C 7.49 2.10 -1.01
C 4.41 3.22 -0.88
H 5.19 1.86 -2.51
H -8.62 -3.91 3.11
H -7.62 -5.64 2.39
C -0.77 1.69 -0.11
H -1.72 2.22 -0.23
H -0.35 -2.53 0.15
C -8.21 -2.90 3.03
C -5.51 -1.20 1.32
H 9.16 5.72 -1.91
H 2.73 2.77 1.32
H -6.50 -1.82 3.72
H 6.73 5.18 -2.62
C -0.99 0.19 0.07
H 0.88 -0.40 -1.89
H -5.38 -0.80 0.31
C -6.71 -5.59 1.78
H -1.95 -0.67 -3.07
C 8.74 4.72 -1.67
C 0.16 -0.69 -2.66
H -1.61 -3.73 -0.08
H -0.72 -3.14 -1.47
C 9.45 3.68 -0.93
H -0.01 -0.29 0.19
C -1.15 -2.84 -0.52

***

[3]
80
Properties=species:S:1:pos:R:3 method="wB97M-V/def2-TZVPD" e_tot_ev=-47385.025 charge=-1 gap_ev=6.12
C 3.30 4.43 5.84
H 3.32 -6.04 0.47
H 4.61 -7.22 0.19
C -1.82 -3.09 -3.50
C 2.86 -0.33 0.36
O -5.07 4.08 0.41
C -0.47 3.06 2.09
N 2.51 3.22 5.81
N -1.64 2.42 1.97
C 3.99 -6.46 -0.28
H -0.32 0.46 -2.08
H 4.81 -1.25 0.35
H 3.58 4.67 6.86
C -2.83 -3.31 -4.65
H 2.63 2.99 7.84
H -3.48 -2.29 -0.07
H -2.78 4.16 2.28
C 3.91 -0.99 -0.22
O -2.42 -3.03 -5.81
C -0.09 -1.54 -3.07
C 4.83 -5.09 -2.13
N 4.83 -5.41 -0.82
C -2.26 -1.33 -2.00
N -1.55 -1.63 -3.24
C 3.87 -1.35 -1.56
H -1.11 0.47 2.51
H -4.18 5.14 -3.09
H -2.65 0.62 1.63
H 5.45 -3.61 0.04
C 1.65 -0.39 -1.69
C -6.55 3.11 -1.70
C 2.73 -1.04 -2.27
O 0.63 2.54 2.00
H -6.23 2.19 -1.22
H -3.26 -1.77 -2.11
O -3.96 -3.77 -4.38
H 0.34 -1.71 -4.06
H 2.97 -0.07 1.41
H -3.48 2.98 1.16
H 0.80 0.42 -3.44
H 2.41 1.72 4.35
C -1.63 0.99 1.71
C -5.03 4.47 -3.15
H 0.94 2.68 4.54
C 2.21 2.53 6.93
H -3.94 5.10 -0.93
C 2.02 2.73 4.52
H -1.10 0.80 0.77
H 2.34 3.38 3.72
H -2.40 -0.23 -1.96
H 5.59 -5.04 1.09
C 1.72 -0.03 -0.36
C -4.78 4.42 -0.72
O 1.55 1.51 6.97
H -7.32 3.57 -1.07
H -6.97 2.89 -2.68
C 0.43 -0.16 -2.58
H -3.49 2.66 2.91
O -1.57 -1.73 -0.82
C 5.70 -4.67 0.08
H 3.40 -6.91 -1.07
H -2.27 -1.74 1.10
H -2.03 -3.32 0.38
H 2.68 -1.33 -3.32
C -2.41 -2.31 0.17
H -5.86 4.99 -3.62
H 0.89 0.47 0.13
H 2.71 5.26 5.43
H -4.76 3.60 -3.76
N -5.43 4.02 -1.83
H 0.31 -2.33 -2.41
C -2.92 3.10 2.08
H 4.67 -1.88 -2.07
H -0.59 4.14 2.29
H 6.74 -4.79 -0.24
H 4.20 4.30 5.24
H -0.90 -3.62 -3.75
O 5.51 -4.23 -2.64
H -2.17 -3.55 -2.56
H 4.13 -5.71 -2.72

***

[4]
80
Properties=species:S:1:pos:R:3 method="wB97M-V/def2-TZVPD" e_tot_ev=-44542.236 smiles="CCOB(O)C1=C(CCCCN)C(=O)C(C)=C(CCCCCN)C1=O.CNC(C)=O.CNC(C)=O" gap_ev=7.81
C 5.61 -0.56 -1.43
C 0.55 -3.71 1.51
H -1.13 -3.50 2.84
C -0.94 -3.60 1.77
H -3.15 2.20 8.87
H 5.92 -1.61 -1.47
C -4.25 0.81 6.17
H 5.74 -0.73 -8.19
H 6.53 0.02 -1.50
H 5.82 -3.03 -8.09
H 7.30 -2.75 -5.51
C 5.23 -0.76 -7.23
C -3.10 -0.17 6.01
H -1.45 -4.51 1.44
C 1.88 1.77 1.19
C -4.69 1.31 -0.66
H 7.44 -3.68 -7.83
C -2.42 0.88 0.61
O -2.63 3.18 0.04
H 2.03 -0.13 0.14
C -1.89 2.25 0.32
C -1.61 0.05 1.28
H -4.24 1.42 -1.65
O -5.29 0.67 5.55
H -6.84 1.26 -0.28
H -8.43 0.92 -3.12
O -1.48 -2.49 1.06
H 4.36 -1.42 -7.33
C -6.10 0.69 -0.84
C 0.39 1.63 1.03
H -6.08 -0.31 -0.39
O 6.41 -0.55 -5.17
N -4.07 1.86 7.01
C -0.24 0.45 1.67
H -5.75 0.72 -2.98
O -2.70 -1.61 2.90
C 0.08 3.77 -0.23
B -1.96 -1.42 1.76
C 2.66 0.51 0.77
H 5.69 -0.19 0.67
H -3.16 -0.80 3.15
H 4.43 1.70 0.47
C 4.91 -0.34 -0.08
N 4.76 -0.22 -2.58
H -4.87 2.47 7.06
H -3.41 -0.94 5.32
H 0.76 4.29 0.45
N 6.69 -2.49 -6.27
H 2.92 -0.09 1.65
H 0.64 3.56 -1.15
C -2.90 2.18 7.80
C 6.15 -1.25 -6.14
C -6.58 0.54 -2.29
H -3.68 -0.54 -0.33
C -3.80 0.41 0.20
N -7.72 1.42 -2.61
H -0.75 4.44 -0.44
H -2.50 3.16 7.53
H -6.91 -0.49 -2.45
H -2.12 1.44 7.65
C 6.49 -3.44 -7.34
H -7.44 2.21 -3.18
H -2.84 -0.64 6.96
H 3.85 -0.67 -2.47
H 1.10 -2.95 2.07
C 3.94 0.84 -0.01
O 0.35 -0.22 2.51
H 0.76 -3.58 0.45
C -0.41 2.49 0.40
H -4.36 0.18 1.11
H 4.39 -1.26 0.21
H -4.77 2.30 -0.23
H 5.18 -0.58 -3.43
H 6.06 -4.37 -6.96
H -2.21 0.33 5.62
H 4.89 0.23 -6.97
H 0.91 -4.70 1.83
H 2.08 1.97 2.25
H 3.67 1.16 -1.02
H 2.24 2.61 0.60

***

[5]
79
Properties=species:S:1:pos:R:3 method="wB97M-V/def2-TZVPD" e_tot_ev=-68162.006 charge=+1 gap_ev=7.96
H -3.13 -1.74 -4.75
H 0.40 -2.14 3.72
C -1.85 0.46 -3.85
H -4.79 -0.34 -2.42
P -1.12 -0.63 2.62
C -1.45 3.35 -0.32
H -1.22 1.35 -3.93
F 2.31 3.28 5.46
H -1.39 1.65 3.36
F 0.58 1.49 5.03
H -0.75 -1.17 4.74
C 2.92 -1.47 2.40
H 1.60 -4.27 0.76
C 0.87 -3.47 0.96
C -2.05 0.80 3.19
H 0.10 -3.37 -1.83
C -0.02 -1.16 3.93
C -3.92 0.32 -2.25
C 3.76 0.77 0.33
H 3.98 -1.72 2.27
H -1.74 -2.90 2.08
H -2.00 2.95 0.55
H 3.15 0.91 -2.36
H 0.70 -3.47 2.04
H -2.54 -2.10 3.50
H 0.75 3.81 -2.22
C -2.26 -2.01 2.45
H -2.68 -3.48 -2.52
H 1.03 4.62 0.06
H -4.03 -2.39 -2.81
C -2.91 -0.34 -1.32
H -1.73 -2.10 -0.89
C 1.04 -2.83 -2.02
H 0.76 -0.42 4.13
H -1.75 -2.84 -4.52
C 1.24 2.90 -1.87
H -2.41 0.38 4.13
C 2.15 -0.62 -1.17
F 3.16 3.36 2.99
C 2.32 -1.29 1.05
C 1.32 -1.78 -0.98
F 3.20 1.10 4.43
P 0.19 2.61 -0.44
H 0.55 3.78 1.62
Te 1.85 2.34 3.91
F 0.54 3.69 3.66
H 1.86 -3.56 -1.94
C 1.40 -2.18 0.39
C 1.09 3.72 0.67
H 3.63 -0.76 -2.66
H -4.30 1.23 -1.76
O 1.33 1.38 2.41
H 1.26 2.10 -2.62
H 2.44 -2.29 2.95
H -3.08 -1.73 1.80
C 2.74 -0.30 0.10
H 2.10 3.35 0.83
H 2.11 -0.13 -3.33
C -1.37 -0.77 -4.02
H 3.57 1.71 -0.21
C -2.93 -2.42 -2.71
C -3.34 0.72 -3.65
Y 0.38 0.06 0.47
H 1.00 -2.43 -3.04
H 2.87 -0.57 3.01
H -1.16 4.38 -0.15
H 2.24 3.11 -1.48
H 3.84 1.04 1.39
H 4.73 0.41 -0.02
C -2.48 -1.59 -1.51
H -3.90 0.16 -4.42
H -1.97 3.16 -1.26
C 2.76 -0.11 -2.45
H -0.31 -0.96 -4.21
H -3.53 1.80 -3.83
H -2.85 1.03 2.49
H -2.53 0.34 -0.55
H -0.07 -3.81 0.50
C -2.29 -1.98 -4.07

***

The records above give, respectively, LUMO energy values of -2.44 0.55 2.07 -0.84 -3.41 eV.